Below is C50H49N9O7PSbSn as an isolated structure in a non-equilibrium geometry, with properties calculated with wB97M-V/def2-TZVPD.

Results
frontier orbital gap	0.2268	hartree
max |F|	1.536	eV Å⁻¹
lowest unoccupied orbital energy	0.14875	Ha
net charge	-2
ΔE to the lowest compared entry with this formula, charge and spin	43.7	kcal/mol

Positions of all 118 atoms, in Å:
Sn1 0.6132 -1.4783 0.6025
O1 0.5468 -0.6051 5.1240
C1 0.7603 -0.7914 3.9146
N1 -0.0810 -1.1326 2.9352
C2 -1.4246 -1.4503 3.2420
C3 -2.1438 -0.8374 4.2712
C4 -3.4723 -1.1607 4.5249
C5 -4.0999 -2.1277 3.7597
C6 -3.4064 -2.7637 2.7339
C7 -2.0710 -2.4393 2.4377
N2 -1.2900 -3.0237 1.4317
C8 -1.7030 -4.0688 0.7180
O2 -2.8154 -4.6362 0.6815
C9 -0.6457 -4.6462 -0.2249
C10 -1.0520 -5.5669 -1.1911
C11 -0.1127 -6.0998 -2.0537
C12 1.2135 -5.6991 -1.9378
C13 1.5286 -4.7753 -0.9576
N3 0.6280 -4.2692 -0.1129
C14 2.2144 -0.6742 3.4696
C15 3.1741 -0.2419 4.3780
C16 4.5021 -0.1995 3.9861
C17 4.8393 -0.5909 2.6959
C18 3.8240 -1.0040 1.8526
N4 2.5480 -1.0487 2.2357
H1 -1.6432 -0.1019 4.8818
H2 -4.0081 -0.6441 5.3141
H3 -5.1357 -2.3909 3.9453
H4 -3.8837 -3.5295 2.1462
H5 -2.1002 -5.8263 -1.2347
H6 -0.4092 -6.8060 -2.8216
H7 1.9832 -6.0854 -2.5951
H8 2.5444 -4.4071 -0.8449
H9 2.8451 0.0524 5.3645
H10 5.2635 0.1488 4.6723
H11 5.8642 -0.5636 2.3475
H12 4.0157 -1.3050 0.8260
O3 0.0583 1.6702 -0.3298
C19 0.8721 1.1232 0.3889
N5 5.1583 3.0437 4.1855
C20 4.4496 2.9464 3.2706
N6 3.6760 2.9515 2.2175
C21 2.8175 2.2899 1.5960
N7 1.9856 2.0029 0.8070
C22 1.3892 1.4644 -4.8775
C23 2.2119 1.8993 -3.6635
C24 3.6057 2.3493 -4.1126
C25 1.5016 3.0459 -2.9560
O4 2.3158 0.8706 -2.6610
P1 2.6930 -0.6982 -2.8438
O5 2.0853 -1.2739 -4.0624
O6 2.4798 -1.2826 -1.4777
O7 4.3101 -0.6392 -3.1554
C26 5.3643 -0.6188 -2.1826
C27 6.6300 -0.3983 -2.9972
C28 5.1800 0.5290 -1.1850
C29 5.4481 -1.9668 -1.4593
H13 1.2549 2.3243 -5.5387
H14 0.4122 1.0988 -4.5526
H15 1.8805 0.6548 -5.4151
H16 3.5191 3.1452 -4.8578
H17 4.1495 1.5074 -4.5428
H18 4.1667 2.7285 -3.2548
H19 1.3144 3.8624 -3.6586
H20 2.1120 3.4167 -2.1268
H21 0.5560 2.6975 -2.5361
H22 6.5846 0.5671 -3.5077
H23 6.7201 -1.1850 -3.7501
H24 7.5119 -0.4193 -2.3497
H25 5.2958 1.4911 -1.6894
H26 5.9198 0.4655 -0.3823
H27 4.1759 0.4905 -0.7602
H28 5.7052 -2.7531 -2.1754
H29 4.4749 -2.1969 -1.0252
H30 6.2105 -1.9404 -0.6747
N8 -2.2110 -1.2523 -3.5475
C30 -1.4192 -2.3450 -3.8340
C31 -0.6330 -2.5176 -2.7390
N9 -0.9382 -1.5704 -1.7831
C32 -1.8805 -0.8224 -2.3045
H31 -2.8986 -0.8431 -4.1495
H32 -1.4562 -2.8508 -4.7851
H33 0.1695 -3.2244 -2.5870
H34 -2.3316 0.0436 -1.8436
C33 -2.6045 3.5214 5.1274
C34 -1.4370 3.2900 4.4128
C35 -1.4801 2.5375 3.2443
C36 -2.6857 2.0138 2.7670
C37 -3.8450 2.2361 3.5045
C38 -3.8061 2.9879 4.6728
Sb1 -2.5273 0.8490 0.9571
C39 -2.8046 2.6206 -0.2885
C40 -2.0612 3.7819 -0.0658
C41 -2.0744 4.8285 -0.9783
C42 -2.8316 4.7350 -2.1410
C43 -3.5873 3.5948 -2.3733
C44 -3.5676 2.5481 -1.4549
C45 -4.6118 0.3213 0.6703
C46 -5.6880 1.2087 0.7469
C47 -6.9844 0.7815 0.4837
C48 -7.2239 -0.5410 0.1230
C49 -6.1621 -1.4307 0.0193
C50 -4.8660 -0.9996 0.2893
H35 -2.5762 4.0970 6.0457
H36 -0.4899 3.6782 4.7721
H37 -0.5536 2.3262 2.7133
H38 -4.7818 1.7913 3.1910
H39 -4.7165 3.1470 5.2409
H40 -1.4542 3.8688 0.8274
H41 -1.4716 5.7110 -0.7948
H42 -2.8220 5.5413 -2.8661
H43 -4.1879 3.5161 -3.2737
H44 -4.1682 1.6627 -1.6475
H45 -5.5103 2.2493 0.9970
H46 -7.8106 1.4817 0.5545
H47 -8.2353 -0.8749 -0.0808
H48 -6.3363 -2.4637 -0.2612
H49 -4.0444 -1.7087 0.2171

Results of the Löwdin charge analysis, in e, for atoms 1 through 6: atom 1 (Sn): 1.356, atom 2 (O): -0.013, atom 3 (C): -0.488, atom 4 (N): -0.009, atom 5 (C): -0.270, atom 6 (C): -0.058

Below is C50H52As2N4O2Tl as an isolated structure in a non-equilibrium geometry, with properties calculated with wB97M-V/def2-TZVPD.

Results
frontier orbital gap (spin up / spin down)	0.1671 / 0.1636	hartree
max |F|	2.842	eV Å⁻¹
lowest unoccupied orbital energy (spin up / spin down)	-0.36430 / -0.36779	Ha
net charge	+3
ΔE to the lowest compared entry with this formula, charge and spin	0.0	kcal/mol

Positions of all 111 atoms, in Å:
Tl1 0.0754 -0.2567 -0.8993
C1 2.2290 2.9955 5.1767
C2 1.6845 2.5572 3.8436
C3 1.7668 3.3132 2.7151
C4 1.1637 2.9135 1.4829
C5 1.4575 3.4910 0.2442
N1 2.5106 4.2057 -0.1025
C6 3.7065 4.5200 0.7008
C7 4.9668 4.8082 -0.1338
C8 5.6206 3.5927 -0.8107
N2 4.6957 2.9966 -1.7775
C9 4.0910 1.8419 -1.6501
C10 4.5117 0.6901 -0.9683
C11 5.8511 0.2270 -0.9272
C12 6.1165 -1.0763 -0.6085
C13 7.5020 -1.6669 -0.7023
C14 5.0279 -1.8969 -0.2356
C15 3.7105 -1.4769 -0.1791
C16 2.7002 -2.4501 0.2252
N3 1.4357 -2.3019 0.2158
C17 0.6674 -3.4693 0.6728
C18 0.6846 -3.6586 2.1980
C19 -0.2701 -2.7477 2.9562
N4 0.2945 -1.4288 3.0069
C20 -0.2682 -0.4134 2.5381
C21 0.3754 0.9114 2.5899
C22 1.0689 1.2888 3.7127
C23 0.2648 1.7787 1.4617
O1 -0.5378 1.5126 0.4758
C24 3.4167 -0.1258 -0.5272
O2 2.2800 0.4440 -0.4235
H1 2.8464 3.8884 5.0909
H2 2.8201 2.1992 5.6317
H3 1.4101 3.2125 5.8659
H4 2.2550 4.2787 2.7676
H5 0.7745 3.2536 -0.5660
H6 2.4943 4.6034 -1.0271
H7 3.8896 3.6817 1.3733
H8 3.5075 5.4059 1.3044
H9 5.7064 5.2209 0.5524
H10 4.7596 5.5925 -0.8706
H11 5.8695 2.8408 -0.0658
H12 6.5366 3.9026 -1.3116
H13 4.3693 3.6207 -2.4999
H14 3.1271 1.7581 -2.1467
H15 6.6577 0.8679 -1.2697
H16 8.2391 -0.9204 -0.9915
H17 7.5221 -2.4691 -1.4423
H18 7.8040 -2.1041 0.2514
H19 5.2487 -2.9328 0.0116
H20 3.1219 -3.4057 0.5614
H21 1.0641 -4.3844 0.2230
H22 -0.3604 -3.3453 0.3214
H23 1.6928 -3.4596 2.5660
H24 0.4461 -4.6989 2.4244
H25 -0.3612 -3.1059 3.9832
H26 -1.2670 -2.7686 2.4988
H27 -1.2551 -0.4581 2.0467
H28 1.1160 0.5891 4.5423
C25 -4.6760 -0.3073 -0.5711
C26 -4.5470 1.0952 -0.0090
As1 -2.6367 1.6482 0.1847
C27 -2.7569 3.2274 1.2942
C28 -3.9435 3.9619 1.2451
C29 -4.0312 5.1584 1.9383
C30 -2.9601 5.6114 2.6994
C31 -1.7882 4.8698 2.7575
C32 -1.6837 3.6778 2.0569
C33 -2.1773 2.2533 -1.5766
C34 -1.8866 3.6063 -1.7607
C35 -1.8596 4.1213 -3.0476
C36 -2.0762 3.2877 -4.1400
C37 -2.3103 1.9288 -3.9539
C38 -2.3523 1.4053 -2.6736
As2 -3.1678 -1.4063 0.0368
C39 -3.7567 -2.2560 1.6482
C40 -3.5137 -3.6215 1.8281
C41 -4.0404 -4.2605 2.9362
C42 -4.7673 -3.5378 3.8802
C43 -4.9494 -2.1630 3.7323
C44 -4.4347 -1.5173 2.6257
C45 -3.1161 -2.8829 -1.2172
C46 -4.3286 -3.5117 -1.4994
C47 -4.3480 -4.5840 -2.3772
C48 -3.1703 -5.0261 -2.9703
C49 -1.9666 -4.3981 -2.6843
C50 -1.9368 -3.3236 -1.8059
H29 -4.6119 -0.3079 -1.6581
H30 -5.6115 -0.7822 -0.2794
H31 -4.9801 1.1855 0.9866
H32 -5.0243 1.8283 -0.6593
H33 -4.7924 3.6404 0.6595
H34 -4.9451 5.7353 1.8835
H35 -3.0445 6.5421 3.2450
H36 -0.9517 5.2137 3.3524
H37 -0.7691 3.1085 2.1043
H38 -1.7094 4.2557 -0.9145
H39 -1.6803 5.1782 -3.1946
H40 -2.0586 3.6965 -5.1422
H41 -2.4659 1.2801 -4.8061
H42 -2.5258 0.3444 -2.5309
H43 -2.9499 -4.1864 1.0962
H44 -3.8890 -5.3262 3.0606
H45 -5.1933 -4.0478 4.7356
H46 -5.4884 -1.5992 4.4823
H47 -4.5692 -0.4477 2.5189
H48 -5.2509 -3.1881 -1.0330
H49 -5.2888 -5.0751 -2.5910
H50 -3.1953 -5.8638 -3.6554
H51 -1.0481 -4.7426 -3.1425
H52 -0.9940 -2.8436 -1.5820

Results of the Löwdin charge analysis, in e, for atoms 1 through 6: atom 1 (Tl): 0.952, atom 2 (C): -0.017, atom 3 (C): -0.226, atom 4 (C): 0.021, atom 5 (C): -0.140, atom 6 (C): 0.023